(1)
{
  "formula": "CH7IN3",
  "method": "ωB97M-V/def2-TZVPD",
  "total_charge": 1,
  "de_lowest_kcal_mol": 93.4,
  "symbols": ["C", "N", "N", "N", "I", "H", "H", "H", "H", "H", "H", "H"],
  "positions_angstrom": [[-0.048056, 0.398602, 0.821127], [-1.216243, 0.385887, -0.154685], [0.939111, 0.391844, -0.117041], [0.764060, -0.790225, -0.921402], [-0.285190, -1.328326, 2.178793], [-0.079646, 1.628913, 1.637648], [-1.399284, 1.242447, -0.649940], [-0.836943, -0.367205, -0.864777], [1.915407, 0.542440, 0.056342], [1.026870, -1.699664, -0.556882], [-2.160801, 0.201909, 0.276430], [1.380715, -0.606621, -1.705614]],
  "forces_ev_per_a": [[-1.82, 4.20, 2.94], [-2.60, -0.99, 1.17], [1.83, -1.46, -0.88], [0.69, 0.67, -1.71], [0.09, 0.64, -0.40], [0.21, -4.08, -2.79], [0.75, 0.87, -0.24], [-0.54, 0.55, 0.70], [0.15, 0.27, 1.02], [0.29, 0.15, 0.97], [1.35, -0.50, -0.34], [-0.38, -0.33, -0.45]],
  "lowdin_charge": [-0.775, 0.072, -0.139, -0.010, 0.815, 0.249, 0.145, 0.140, 0.142, 0.080, 0.160, 0.122]
}

(2)
{
  "formula": "C2H4BrOP",
  "method": "ωB97M-V/def2-TZVPD",
  "smiles": "CP(Br)C=O",
  "de_lowest_kcal_mol": 15.8,
  "symbols": ["C", "P", "Br", "C", "O", "H", "H", "H", "H"],
  "positions_angstrom": [[-0.772193, -0.813740, -0.420859], [-0.660677, 1.028072, -0.489322], [-2.100823, 1.297447, 1.048544], [0.824990, 1.289159, 0.919214], [1.744521, 2.018544, 0.801088], [-0.090716, -1.167133, -1.117255], [-1.769188, -1.220372, -0.760006], [-0.597016, -1.216032, 0.539144], [0.509607, 0.587009, 1.839323]],
  "forces_ev_per_a": [[-1.91, 0.60, -0.62], [1.74, -0.30, -0.09], [-1.67, 0.73, 1.50], [-1.83, -1.79, -0.40], [-0.02, -0.10, 0.39], [1.59, -0.96, -1.27], [0.81, 0.87, 0.35], [0.38, -0.37, 1.21], [0.91, 1.33, -1.07]],
  "lowdin_charge": [-0.436, 0.455, 0.315, -0.483, 0.004, -0.007, 0.061, 0.005, 0.086]
}

(3)
{
  "formula": "C24H30BN4O6",
  "method": "ωB97M-V/def2-TZVPD",
  "total_charge": -1,
  "symbols": ["N", "C", "N", "N", "C", "C", "C", "C", "B", "C", "N", "H", "H", "H", "H", "H", "H", "H", "H", "H", "H", "H", "H", "H", "H", "H", "H", "H", "H", "C", "C", "C", "O", "C", "C", "C", "O", "H", "H", "H", "H", "C", "C", "C", "O", "C", "C", "C", "O", "H", "H", "H", "H", "C", "C", "C", "O", "C", "C", "C", "O", "H", "H", "H", "H"],
  "positions_angstrom": [[-5.247618, 1.880294, -0.690577], [-5.407242, 2.000197, 0.564457], [-6.075152, 3.116985, 1.167000], [-4.975709, 1.016513, 1.426362], [-3.690101, 0.358382, 1.176787], [-2.751427, 0.450796, 2.379999], [-2.650208, 1.827772, 3.047114], [-2.225070, 3.020631, 2.174973], [-1.096616, 2.782357, 0.995634], [-0.555388, 4.246000, 0.454760], [-0.398403, 4.413631, -1.019063], [-5.636928, 2.698268, -1.151522], [-6.468064, 2.860615, 2.066982], [-5.384855, 3.843320, 1.339154], [-5.086432, 1.263256, 2.396984], [-3.233628, 0.797024, 0.289471], [-3.867325, -0.703931, 0.963371], [-1.772258, 0.077912, 2.068888], [-3.109747, -0.256866, 3.145939], [-3.613850, 2.038629, 3.544028], [-1.932111, 1.729418, 3.870929], [-3.115590, 3.507936, 1.739247], [-1.812737, 3.770991, 2.869730], [-1.613834, 2.204950, 0.029565], [-0.164844, 2.101750, 1.448536], [0.415216, 4.511651, 0.899054], [-1.247359, 5.041180, 0.780595], [-1.255052, 4.064778, -1.442734], [0.321787, 3.767878, -1.330439], [3.128825, -1.974317, -0.223339], [1.887747, -1.520633, -0.379687], [1.190570, -0.789552, 0.712463], [0.063201, -0.381565, 0.590596], [1.947862, -0.557789, 1.972521], [3.190615, -1.008650, 2.123859], [3.869276, -1.755270, 1.041729], [5.005191, -2.174483, 1.176168], [3.664366, -2.508752, -0.998616], [1.323236, -1.658001, -1.293466], [1.423206, 0.005317, 2.734129], [3.764709, -0.852198, 3.028511], [-3.699310, -3.364741, -3.545854], [-4.240448, -4.285672, -2.754963], [-4.973064, -3.904311, -1.519216], [-5.468709, -4.753923, -0.806598], [-5.071908, -2.461396, -1.202106], [-4.529171, -1.534798, -1.989137], [-3.803197, -1.913311, -3.228567], [-3.313286, -1.087710, -3.966575], [-3.162151, -3.614487, -4.452451], [-4.180510, -5.346616, -2.963831], [-5.605139, -2.204716, -0.295156], [-4.593352, -0.473495, -1.760607], [8.646061, -1.645814, -2.868765], [9.828268, -1.241366, -2.414806], [10.084427, -1.093967, -0.958552], [11.166546, -0.727229, -0.550191], [8.971106, -1.412679, -0.033035], [7.785424, -1.818971, -0.481499], [7.532030, -1.968842, -1.937898], [6.459268, -2.341733, -2.361439], [8.432056, -1.760598, -3.923905], [10.656087, -1.000281, -3.069711], [9.182613, -1.294185, 1.022146], [6.957291, -2.054926, 0.175905]],
  "forces_ev_per_a": [[0.08, 0.17, -0.12], [-0.12, -0.29, 0.01], [-0.10, -0.02, 0.01], [0.03, 0.21, 0.26], [0.05, -0.50, -0.19], [-0.24, -0.15, 0.21], [0.06, 0.04, -0.04], [0.14, 0.05, 0.09], [-0.11, 0.21, -0.01], [-0.08, -0.11, 0.14], [0.05, 0.18, -0.06], [0.03, -0.06, 0.00], [0.09, 0.02, -0.02], [-0.04, 0.00, -0.05], [0.08, 0.11, -0.05], [-0.04, 0.14, 0.12], [0.07, 0.06, -0.06], [-0.06, 0.27, -0.09], [0.00, 0.02, -0.05], [0.10, 0.01, 0.06], [-0.01, -0.06, -0.06], [0.03, -0.11, -0.05], [-0.12, 0.04, -0.04], [0.12, -0.10, 0.05], [0.03, 0.00, -0.01], [-0.08, 0.05, 0.00], [0.07, 0.00, -0.06], [0.13, -0.09, 0.02], [-0.12, -0.07, 0.02], [-0.02, 0.01, -0.02], [0.01, 0.01, -0.01], [0.08, 0.19, 0.06], [-0.14, -0.41, -0.16], [0.03, -0.01, 0.03], [-0.01, -0.02, 0.00], [-0.01, -0.01, -0.06], [0.03, 0.02, 0.11], [0.02, 0.01, 0.01], [-0.01, 0.01, 0.00], [-0.02, 0.03, -0.03], [0.01, 0.00, -0.01], [0.00, -0.02, 0.01], [0.01, 0.01, -0.02], [0.00, 0.03, 0.00], [-0.01, -0.01, 0.00], [0.00, -0.03, -0.01], [0.01, 0.21, 0.02], [-0.02, -0.06, 0.04], [-0.02, 0.00, -0.03], [0.01, 0.02, 0.00], [-0.01, 0.00, 0.02], [0.01, 0.01, 0.01], [0.02, 0.02, 0.00], [0.01, 0.00, 0.01], [-0.01, 0.00, -0.01], [-0.01, 0.00, -0.01], [0.00, -0.01, 0.00], [0.00, 0.00, -0.02], [0.00, -0.01, 0.01], [0.01, 0.01, 0.01], [0.00, -0.01, 0.00], [-0.02, 0.00, 0.00], [0.01, 0.01, 0.01], [0.01, 0.01, 0.00], [-0.03, -0.01, -0.04]],
  "lowdin_charge": [0.127, -0.562, 0.085, 0.032, -0.208, -0.203, -0.255, -0.237, -0.515, -0.327, -0.082, 0.042, 0.065, 0.073, 0.094, 0.085, 0.091, 0.083, 0.101, 0.080, 0.098, 0.061, 0.077, 0.051, 0.043, 0.063, 0.064, 0.032, 0.033, 0.016, 0.032, -0.373, 0.117, 0.038, 0.010, -0.381, 0.060, 0.115, 0.122, 0.125, 0.116, 0.013, 0.008, -0.393, 0.087, 0.013, 0.032, -0.379, 0.111, 0.116, 0.115, 0.120, 0.100, 0.018, 0.014, -0.392, 0.095, 0.021, 0.033, -0.376, 0.106, 0.119, 0.118, 0.121, 0.092]
}

no.,Kohn-Sham gap (hartree)
1,0.36570
2,0.34309
3,0.14838